Entry from the OMol25 dataset: 3 unconnected molecules or ions with the total composition C20H41F2N2O9P2 at a distorted geometry (ωB97M-V with the def2-TZVPD basis set).

Last column: Löwdin charge in e.
Positions of all 76 atoms, in Å:
C: -3.147 -7.933 5.773  -0.075
C: -3.295 -9.065 4.739  -0.139
C: -2.817 -8.677 3.323  -0.282
F: -2.343 -9.800 2.704  0.054
N: -1.779 -7.648 3.343  0.000
C: -0.566 -7.926 3.800  0.014
N: 0.122 -6.781 3.713  0.187
C: -0.663 -5.791 3.187  -0.161
C: -0.205 -4.363 2.969  0.015
C: 1.261 -4.304 3.362  -0.516
O: 2.090 -4.320 2.533  0.195
F: 1.557 -4.298 4.661  0.144
C: -1.888 -6.344 2.927  0.068
H: -3.848 -8.019 6.598  0.085
H: -3.210 -6.932 5.343  0.072
H: -2.149 -8.000 6.218  0.074
H: -4.347 -9.334 4.685  0.120
H: -2.675 -9.913 5.030  0.121
H: -3.685 -8.354 2.748  0.169
H: -0.273 -8.890 4.176  0.183
H: 1.083 -6.765 4.030  0.188
H: -0.751 -3.757 3.697  0.145
H: -0.346 -4.032 1.948  0.145
H: -2.756 -5.882 2.494  0.158
O: 3.777 1.351 1.561  -0.216
P: 3.460 1.031 0.149  0.535
O: 2.175 1.927 -0.245  -0.199
C: 2.328 3.352 -0.356  -0.269
C: 2.951 3.750 -1.679  -0.076
O: 2.724 -0.434 0.317  -0.213
C: 2.971 -1.245 1.458  -0.306
C: 1.827 -1.129 2.444  -0.071
O: 3.871 0.683 -1.387  -0.192
C: 5.149 0.043 -1.643  -0.248
C: 5.074 -1.462 -1.466  -0.072
H: 2.921 3.729 0.482  0.112
H: 1.329 3.779 -0.274  0.115
H: 3.988 3.412 -1.743  0.067
H: 2.937 4.833 -1.799  0.083
H: 2.412 3.295 -2.510  0.076
H: 3.920 -0.990 1.930  0.111
H: 3.053 -2.278 1.109  0.102
H: 1.648 -0.092 2.725  0.085
H: 2.033 -1.704 3.350  0.065
H: 0.900 -1.499 1.994  0.072
H: 5.920 0.473 -1.001  0.117
H: 5.409 0.280 -2.673  0.119
H: 5.050 -1.734 -0.411  0.063
H: 5.948 -1.940 -1.909  0.082
H: 4.173 -1.861 -1.930  0.087
O: -0.241 5.913 -2.883  -0.222
P: -1.638 5.587 -3.258  0.531
O: -1.549 4.269 -4.201  -0.192
C: -1.155 3.025 -3.618  -0.277
C: -2.302 2.357 -2.880  -0.081
O: -1.932 6.696 -4.426  -0.213
C: -1.192 7.917 -4.489  -0.305
C: -0.124 7.840 -5.559  -0.073
O: -3.231 5.432 -2.948  -0.195
C: -3.830 6.284 -1.937  -0.254
C: -4.206 7.644 -2.494  -0.070
H: -0.302 3.178 -2.949  0.099
H: -0.823 2.388 -4.438  0.119
H: -2.588 2.931 -1.997  0.066
H: -2.018 1.354 -2.558  0.075
H: -3.181 2.290 -3.520  0.082
H: -0.760 8.166 -3.519  0.103
H: -1.903 8.709 -4.737  0.114
H: 0.535 6.987 -5.397  0.076
H: 0.477 8.751 -5.573  0.077
H: -0.582 7.709 -6.540  0.078
H: -3.156 6.385 -1.083  0.115
H: -4.724 5.767 -1.591  0.116
H: -3.326 8.272 -2.628  0.065
H: -4.879 8.161 -1.809  0.081
H: -4.690 7.544 -3.464  0.090

- charge = +1
- energy (eV) = -66821.6810
- HOMO energy (eV) = -11.229
- F_max (eV/A) = 6.87